Density functional theory data (ωB97M-V with the def2-TZVPD basis set) for a structure of composition C11H22N3 at a distorted geometry.

Geometry as XYZ:
```
36
Properties=species:S:1:pos:R:3:forces:R:3
C 0.58757 -2.78936 -0.78345 -0.30 -0.19 -1.55
C -0.20069 -1.73309 -0.82815 0.09 1.12 2.56
C 1.97253 -1.70048 0.77899 3.52 -1.51 2.15
C 1.80261 -2.96337 0.05415 -1.14 0.38 -2.82
C -0.02001 -0.63941 0.24190 0.28 -1.04 -2.44
C -0.46107 -0.67951 3.25353 0.13 0.96 -0.44
C -2.58426 0.46417 2.67999 -0.32 0.88 0.00
C 1.62820 2.48832 -2.25789 1.65 2.13 0.54
C 0.18158 0.83060 -3.21672 0.78 -1.89 0.61
C -1.14375 0.30889 2.28265 0.31 -2.13 1.54
C 1.12087 1.09601 -2.06407 -1.89 0.74 1.07
N 1.25031 -0.68973 0.88357 -0.95 1.48 -0.09
N -1.09173 -0.26190 0.94204 -2.52 -1.52 -0.72
N 0.28218 0.95876 -0.70287 2.00 -0.39 -2.46
H 0.27760 -3.48341 -1.55397 0.48 -0.82 0.32
H -1.11105 -1.88001 -1.34957 -0.79 0.71 -0.68
H 2.96498 -1.72962 1.35429 -1.33 0.71 -0.64
H 1.65713 -3.90465 0.55137 0.45 -0.18 1.04
H 2.65200 -3.09824 -0.66409 -0.29 0.05 0.81
H 0.51739 -0.86714 2.81665 -0.17 -0.52 0.75
H -0.34820 -0.21959 4.21929 0.20 0.32 0.46
H -1.09923 -1.53023 3.41484 0.05 -0.69 -0.28
H -3.11972 -0.38452 3.12019 0.54 -0.22 -0.38
H -3.10730 0.81021 1.79806 -0.62 0.31 0.04
H -2.59316 1.23583 3.43860 -0.40 0.29 0.11
H 0.78620 3.13624 -2.27895 -1.08 0.72 0.09
H 2.26540 2.95238 -1.40610 -0.59 -1.16 -1.54
H 2.06098 2.70982 -3.29470 -0.06 -0.81 1.60
H 0.74585 0.86775 -4.12163 0.22 0.68 -0.77
H -0.63876 1.47638 -3.16750 -1.18 1.26 -0.39
H -0.20299 -0.17619 -3.25051 -0.24 -0.51 0.43
H -0.61220 1.24261 2.41629 0.05 0.42 -0.78
H 1.90828 0.41590 -2.07304 1.24 -1.46 0.50
H -1.99584 -0.72110 0.58100 1.92 1.23 0.98
H -0.51575 1.55152 -0.86003 -0.81 -0.13 0.18
H 0.75678 1.31238 0.10461 0.80 0.79 0.20
```
Forces are in eV/Å.

Summary:
Total charge = +1
Energy above the lowest of the compared OMol25 structures with the same formula, charge and spin = 60.9 kJ/mol
HOMO energy = -13.06 eV
LUMO = -2.8 eV